No. 1
The following is a DFT calculation (wB97M-V/def2-TZVPD) of 11 unconnected molecules or ions with the total composition C34H82F3IO15S10.

Element x y z (Å)
C 0.404 3.490 -1.394
C -1.145 2.994 -1.016
O -1.136 2.033 0.096
C -1.130 0.636 -0.360
C -0.441 0.224 -1.788
C -0.971 -1.333 -2.048
C -0.083 -2.577 -1.457
C 1.534 -2.316 -1.399
O 2.255 -2.834 -2.609
C 2.326 -1.797 -3.654
C 3.797 -1.667 -4.386
F 3.942 -2.850 -5.287
F 4.872 -1.629 -3.365
F 3.741 -0.403 -5.210
C -1.056 -1.460 -3.701
O -2.419 -1.325 -4.240
C -2.682 0.026 -4.763
C -2.446 -1.123 -1.287
C -3.272 -2.468 -0.823
C -4.422 -2.955 -1.895
O -4.207 -4.095 -2.601
I -6.324 -1.835 -2.180
O -2.341 -0.211 -0.100
H 0.863 2.745 -2.205
H 0.458 4.614 -1.713
H 1.055 3.294 -0.412
H -1.767 2.672 -1.953
H -1.676 3.978 -0.598
H -0.372 0.140 0.417
H 0.701 0.452 -1.973
H -0.937 0.780 -2.718
H -0.249 -3.554 -2.095
H -0.469 -2.772 -0.353
H 1.856 -1.220 -1.145
H 1.945 -2.989 -0.503
H 2.010 -0.721 -3.262
H 1.567 -2.144 -4.507
H -0.695 -2.562 -3.984
H -0.264 -0.742 -4.233
H -2.796 0.827 -3.886
H -3.747 0.000 -5.298
H -1.883 0.370 -5.563
H -3.286 -0.543 -1.906
H -2.604 -3.401 -0.589
H -3.842 -2.207 0.191
C 2.873 -3.611 4.135
S 2.158 -2.392 3.006
O 1.201 -3.117 2.107
C 3.675 -2.102 2.062
H 2.087 -3.968 4.804
H 3.276 -4.455 3.569
H 3.664 -3.143 4.726
H 4.028 -3.038 1.624
H 4.440 -1.682 2.720
H 3.455 -1.389 1.264
C 9.849 -1.408 -5.534
S 8.969 0.170 -5.451
O 9.901 1.175 -4.843
C 7.801 -0.337 -4.165
H 10.662 -1.315 -6.259
H 10.266 -1.657 -4.555
H 9.164 -2.193 -5.861
H 8.343 -0.652 -3.270
H 7.181 -1.157 -4.536
H 7.163 0.516 -3.920
C -2.873 7.533 -0.824
S -1.120 7.691 -1.240
O -0.638 6.341 -1.682
C -0.549 7.942 0.459
H -3.431 7.331 -1.742
H -3.020 6.708 -0.123
H -3.231 8.467 -0.384
H -0.838 7.092 1.081
H -0.981 8.863 0.857
H 0.540 8.029 0.449
C -2.056 -3.966 3.706
S -3.717 -3.411 3.251
O -3.649 -2.885 1.848
C -3.747 -1.986 4.366
H -1.803 -4.838 3.098
H -1.330 -3.171 3.516
H -2.040 -4.245 4.762
H -2.918 -1.313 4.136
H -3.676 -2.329 5.400
H -4.693 -1.456 4.225
C -0.299 -0.239 6.596
S 1.455 -0.082 6.181
O 1.937 -1.431 5.738
C 2.026 0.170 7.879
H -0.856 -0.441 5.678
H -0.445 -1.064 7.297
H -0.656 0.695 7.036
H 1.737 -0.681 8.501
H 1.594 1.091 8.278
H 3.115 0.257 7.869
C -1.352 5.897 5.218
S -1.702 5.412 3.511
O -2.044 6.658 2.749
C -3.254 4.555 3.876
H -0.432 6.486 5.229
H -2.173 6.501 5.612
H -1.215 5.003 5.832
H -3.957 5.242 4.352
H -3.056 3.705 4.533
H -3.680 4.194 2.937
C 1.569 2.110 -7.212
S 0.348 2.693 -6.011
O -0.927 1.946 -6.266
C 0.162 4.346 -6.724
H 1.811 1.070 -6.984
H 1.159 2.172 -8.223
H 2.475 2.716 -7.136
H -0.161 4.271 -7.765
H 1.113 4.880 -6.664
H -0.593 4.888 -6.149
C -1.329 -1.994 -7.582
S 0.268 -1.277 -8.041
O 0.027 -0.328 -9.177
C 0.960 -2.796 -8.738
H -1.953 -1.206 -7.154
H -1.822 -2.405 -8.466
H -1.177 -2.779 -6.838
H 0.326 -3.158 -9.551
H 1.038 -3.555 -7.956
H 1.957 -2.576 -9.127
C -1.101 -8.906 4.389
S -1.653 -7.768 3.096
O -3.033 -7.308 3.460
C -1.821 -9.023 1.803
H -0.966 -8.341 5.314
H -1.850 -9.685 4.547
H -0.148 -9.355 4.099
H -2.526 -9.795 2.121
H -0.845 -9.468 1.597
H -2.197 -8.540 0.898
C -3.750 4.240 8.742
S -1.997 4.397 8.326
O -1.515 3.047 7.884
C -1.425 4.648 10.025
H -4.307 4.037 7.824
H -3.897 3.414 9.443
H -4.107 5.174 9.182
H -1.715 3.798 10.647
H -1.858 5.569 10.423
H -0.336 4.736 10.015

Output
Spin multiplicity: 1

No. 2
The following is a DFT calculation (wB97M-V/def2-TZVPD) of a gas-phase ion, C5H12BrN2 (charge +1).

Element x y z (Å)
C -1.087 -1.006 -0.500
C -1.417 0.426 -0.205
C 1.023 0.397 0.575
C 0.793 -2.504 0.096
C 0.053 2.509 0.229
N -0.047 -1.458 0.491
N -0.052 1.051 -0.255
Br 2.707 0.103 -0.074
H -1.955 -1.650 -0.186
H -0.681 -1.166 -1.533
H -2.092 0.878 -0.920
H -1.753 0.448 0.786
H 0.955 0.682 1.647
H 0.281 -3.465 0.072
H 1.112 -2.464 -0.927
H 1.553 -2.468 0.787
H -0.525 2.708 1.208
H 1.128 2.583 0.556
H -0.317 3.309 -0.544
H 0.320 1.088 -1.303

Output
Spin multiplicity: 1
Net charge: +1
ΔE to the lowest compared entry with this formula, charge and spin (kJ/mol): 455.5

No. 3
The following is a DFT calculation (wB97M-V/def2-TZVPD) of a molecular structure, C49H50O2P3PtS2SeSi.

Element x y z (Å)
Pt 0.638 -0.278 0.384
C 3.237 -3.011 0.438
Si 2.718 -1.259 0.035
C 4.072 -0.095 0.648
C 5.347 -0.436 1.095
C 6.252 0.544 1.472
C 5.907 1.889 1.392
C 4.644 2.249 0.957
C 3.731 1.256 0.622
P 2.002 1.628 0.180
C 2.232 2.870 -1.135
C 2.798 2.418 -2.330
C 3.066 3.299 -3.360
C 2.769 4.650 -3.210
C 2.215 5.104 -2.026
C 1.950 4.222 -0.988
C 1.353 2.524 1.631
C 0.114 3.154 1.529
C -0.448 3.767 2.635
C 0.211 3.740 3.858
C 1.429 3.087 3.971
C 2.004 2.484 2.861
C 2.930 -1.090 -1.861
C 4.184 -1.195 -2.469
C 4.344 -1.079 -3.840
C 3.234 -0.862 -4.648
C 1.979 -0.761 -4.073
C 1.829 -0.863 -2.691
P 0.188 -0.742 -1.880
C -0.438 -2.449 -2.040
C -0.698 -3.203 -0.906
C -1.139 -4.515 -1.023
C -1.325 -5.080 -2.274
C -1.063 -4.333 -3.417
C -0.620 -3.027 -3.297
C -0.803 0.164 -3.108
C -2.072 -0.243 -3.502
C -2.841 0.553 -4.336
C -2.358 1.773 -4.777
C -1.097 2.198 -4.375
C -0.332 1.401 -3.545
H 4.165 -3.256 -0.082
H 2.479 -3.723 0.116
H 3.398 -3.137 1.502
H 5.640 -1.476 1.145
H 7.235 0.261 1.827
H 6.618 2.651 1.683
H 4.363 3.295 0.906
H 3.033 1.367 -2.455
H 3.500 2.932 -4.280
H 2.976 5.344 -4.015
H 1.982 6.154 -1.903
H 1.514 4.589 -0.067
H -0.448 3.133 0.601
H -1.424 4.227 2.541
H -0.238 4.201 4.728
H 1.928 3.020 4.928
H 2.936 1.947 2.977
H 5.060 -1.347 -1.851
H 5.330 -1.154 -4.280
H 3.348 -0.769 -5.721
H 1.118 -0.568 -4.700
H -0.557 -2.769 0.085
H -1.336 -5.086 -0.126
H -1.673 -6.102 -2.361
H -1.200 -4.767 -4.399
H -0.412 -2.453 -4.190
H -2.479 -1.182 -3.145
H -3.832 0.225 -4.622
H -2.966 2.402 -5.414
H -0.714 3.159 -4.693
H 0.635 1.755 -3.225
C -3.123 0.681 3.980
C -3.586 1.951 3.301
C -5.092 2.134 3.335
O -3.132 2.125 1.945
P -2.959 1.102 0.732
S -2.598 2.154 -0.853
S -1.684 -0.369 1.271
O -4.410 0.402 0.779
C -4.705 -0.733 -0.034
C -5.632 -1.618 0.778
C -5.313 -0.271 -1.341
H -3.454 0.730 5.020
H -2.041 0.570 3.953
H -3.558 -0.207 3.521
H -3.114 2.802 3.810
H -5.586 1.317 2.812
H -5.374 3.069 2.856
H -5.442 2.151 4.370
H -3.765 -1.273 -0.220
H -6.553 -1.085 1.017
H -5.152 -1.918 1.707
H -5.893 -2.516 0.216
H -6.254 0.251 -1.157
H -5.513 -1.135 -1.975
H -4.641 0.412 -1.859
Se 1.105 -0.844 3.171
C 0.312 -2.520 3.631
C -0.670 -2.558 4.628
C -1.274 -3.742 5.010
C -0.936 -4.940 4.393
C 0.019 -4.920 3.387
C 0.629 -3.733 3.016
H -0.956 -1.627 5.102
H -2.025 -3.727 5.791
H -1.413 -5.866 4.687
H 0.297 -5.838 2.882
H 1.365 -3.739 2.230

Output
Spin multiplicity: 3
Net charge: -1

No. 4
The following is a DFT calculation (wB97M-V/def2-TZVPD) of C5H8O in the gas phase.

Element x y z (Å)
O -1.515 -0.544 -1.963
C -1.376 -1.010 -0.867
C -0.595 -0.269 0.072
C -0.141 1.190 -0.041
C 1.161 0.746 0.670
C 0.906 -0.698 0.213
H -1.658 -2.038 -0.475
H -1.695 -0.415 0.732
H 0.040 1.583 -1.051
H -0.809 1.872 0.489
H 2.089 1.216 0.354
H 1.065 0.800 1.754
H 1.426 -0.901 -0.760
H 1.101 -1.532 0.874

Output
Spin multiplicity: 1
ΔE to the lowest compared entry with this formula, charge and spin (kJ/mol): 288.7

no.,E_tot (eV)
1,-191887.9048
2,-78391.6641
3,-181734.6836
4,-7359.2631